Formula: C2H7S
Source: the Open Molecules 2025 dataset
Level of theory: ωB97M-V with the def2-TZVPD basis set

Each line ends with the Löwdin spin population.
Atoms and positions in Å:
C (1.936, -0.022, -0.154)  0.00
H (1.213, -0.707, 0.276)  0.00
H (2.874, -0.549, -0.323)  0.00
H (2.151, 0.787, 0.542)  0.00
H (1.575, 0.394, -1.089)  0.00
C (-1.832, 0.046, 0.211)  0.11
S (-3.279, -0.142, -0.823)  0.85
H (-2.140, 0.393, 1.203)  0.02
H (-1.379, -0.929, 0.390)  0.02
H (-1.119, 0.728, -0.234)  0.00

Multiplicity   2
HOMO-LUMO gap (spin up / spin down)   10.24 / 7.03 eV

Formula: C5H11N
Source: the Open Molecules 2025 dataset
Level of theory: ωB97M-V with the def2-TZVPD basis set

Each line ends with the Löwdin spin population.
Atoms and positions in Å:
C (0.896, 1.841, 1.203)  0.03
N (0.617, 1.254, -0.181)  0.17
C (-0.149, 0.052, -0.123)  0.19
C (0.328, -1.069, -0.758)  0.45
C (-0.539, -2.105, -1.467)  0.06
C (-1.160, 0.011, 1.057)  0.02
H (1.497, 2.743, 1.007)  0.00
H (1.267, 1.093, 1.890)  0.00
H (-0.106, 2.203, 1.500)  0.00
H (1.522, 1.028, -0.578)  0.01
H (1.408, -1.064, -0.842)  0.02
H (-0.728, -1.919, -2.553)  0.02
H (-1.529, -2.215, -0.984)  0.00
H (-0.021, -3.075, -1.335)  0.01
H (-1.901, -0.752, 0.878)  0.00
H (-0.554, -0.269, 1.931)  0.00
H (-1.751, 0.922, 1.113)  0.01

Charge   +1
Multiplicity   2
HOMO-LUMO gap (spin up / spin down)   10.21 / 8.76 eV

Formula: C11H31Br3O5S5
Source: the Open Molecules 2025 dataset
Level of theory: ωB97M-V with the def2-TZVPD basis set

Each line ends with the natural charge from an NBO analysis.
Atoms and positions in Å:
C (-2.169, -2.812, -1.304)  -0.80
S (-3.406, -2.983, -2.668)  1.17
O (-3.832, -1.505, -2.980)  -0.98
C (-2.285, -3.375, -4.081)  -0.80
H (-1.730, -3.772, -1.037)  0.23
H (-2.790, -2.420, -0.499)  0.25
H (-1.336, -2.142, -1.519)  0.22
H (-1.813, -2.457, -4.429)  0.24
H (-2.853, -3.899, -4.850)  0.23
H (-1.517, -4.054, -3.709)  0.22
C (-3.574, -2.435, 2.991)  -0.82
S (-4.353, -4.054, 2.492)  1.19
O (-3.537, -4.595, 1.306)  -0.96
C (-3.883, -4.984, 4.009)  -0.82
H (-2.522, -2.636, 3.191)  0.23
H (-3.947, -1.816, 3.808)  0.24
H (-3.660, -1.775, 2.127)  0.24
H (-4.160, -4.450, 4.918)  0.23
H (-2.825, -5.245, 4.007)  0.24
H (-4.535, -5.855, 4.075)  0.23
C (0.976, 2.088, -3.923)  -0.78
S (0.645, 3.169, -2.407)  1.20
O (0.737, 2.180, -1.228)  -1.01
C (2.178, 4.176, -2.422)  -0.84
H (0.226, 1.302, -3.833)  0.24
H (2.001, 1.718, -3.918)  0.23
H (0.746, 2.626, -4.843)  0.23
H (2.122, 5.056, -3.063)  0.24
H (3.064, 3.712, -2.854)  0.23
H (2.341, 4.666, -1.462)  0.26
C (2.807, 5.120, 2.933)  -0.82
S (2.200, 4.267, 1.427)  1.22
O (3.402, 3.738, 0.706)  -0.99
C (1.601, 2.735, 2.328)  -0.79
H (2.085, 5.146, 3.749)  0.24
H (3.179, 6.086, 2.590)  0.24
H (3.691, 4.565, 3.247)  0.24
H (1.473, 1.846, 1.710)  0.24
H (0.639, 2.999, 2.766)  0.22
H (2.291, 2.582, 3.158)  0.22
C (2.035, -1.213, -1.142)  -0.81
S (2.907, -0.921, 0.483)  1.20
O (4.113, -1.841, 0.617)  -0.97
C (3.549, 0.688, -0.102)  -0.82
H (2.712, -1.129, -1.993)  0.22
H (1.280, -0.430, -1.202)  0.24
H (1.514, -2.170, -1.182)  0.23
H (4.371, 1.036, 0.524)  0.25
H (2.774, 1.429, 0.093)  0.25
H (3.855, 0.733, -1.147)  0.22
C (-1.194, 0.275, 0.877)  -0.48
Br (-1.918, 1.228, 2.465)  0.04
Br (-2.628, 0.496, -0.490)  0.09
Br (-0.654, -1.563, 1.251)  0.11
H (-0.390, 0.869, 0.443)  0.25

HOMO-LUMO gap   8.44 eV

Formula: C4H7NO3S
Source: the Open Molecules 2025 dataset
Level of theory: ωB97M-V with the def2-TZVPD basis set

Each line ends with the natural charge from an NBO analysis.
Atoms and positions in Å:
C (-0.279, 0.472, -0.955)  0.00
C (0.209, -0.939, 1.231)  0.67
C (-0.331, 2.077, -0.619)  0.43
C (-0.630, -0.857, -0.042)  -0.44
N (1.551, -1.212, 0.988)  -0.85
O (1.069, 0.131, -1.312)  -0.75
O (-0.297, -0.996, 2.315)  -0.60
O (0.631, 2.685, -0.901)  -0.51
S (-2.380, -0.805, 0.310)  -0.05
H (-0.989, 0.302, -1.818)  0.19
H (-1.343, 2.454, -0.233)  0.14
H (-0.493, -1.538, -0.825)  0.25
H (1.919, -0.768, 0.123)  0.44
H (2.014, -1.314, 1.936)  0.41
H (1.421, 0.854, -1.791)  0.49
H (-2.071, -0.548, 1.590)  0.18

SMILES   NC(=O)[C@@H](S)[C@H](O)C=O
HOMO-LUMO gap   9.59 eV

Formula: C3H7NO2S
Source: the Open Molecules 2025 dataset
Level of theory: ωB97M-V with the def2-TZVPD basis set

Each line ends with the natural charge from an NBO analysis.
Atoms and positions in Å:
C (1.215, 1.155, -1.193)  -0.52
C (0.644, 0.787, 0.308)  -0.24
C (-0.590, -1.473, 0.214)  0.52
N (-0.592, 0.002, 0.447)  -0.68
O (0.274, -1.658, -0.821)  -0.66
O (-1.778, -2.016, -0.138)  -0.69
S (0.346, -0.405, -1.977)  0.41
H (0.779, 1.972, -1.764)  0.22
H (2.200, 0.978, -1.500)  0.22
H (1.250, 0.109, 0.908)  0.22
H (0.518, 1.678, 0.913)  0.21
H (-0.017, -1.882, 1.111)  0.14
H (-1.432, 0.401, 0.056)  0.36
H (-2.516, -1.391, 0.004)  0.48

SMILES   O[C@@H]1NCCSO1
HOMO-LUMO gap   9.24 eV

Formula: C9H14
Source: the Open Molecules 2025 dataset
Level of theory: ωB97M-V with the def2-TZVPD basis set

Each line ends with the natural charge from an NBO analysis.
Atoms and positions in Å:
C (-0.616, 2.366, 0.429)  -0.64
C (-1.155, -1.362, 0.454)  -0.17
C (-0.586, -1.787, 1.632)  -0.26
C (-1.030, 0.025, -0.026)  -0.24
C (-0.480, 0.972, 0.895)  0.01
C (0.026, -0.713, 2.358)  -0.15
C (0.008, 0.639, 2.157)  -0.27
H (-1.664, -2.008, -0.253)  0.20
H (-0.522, -2.728, 2.029)  0.22
H (-1.370, 0.230, -0.985)  0.21
H (0.640, -1.134, 3.310)  0.19
H (-1.549, 2.836, 0.898)  0.22
H (-0.811, 2.345, -0.626)  0.21
H (0.575, 1.367, 2.814)  0.23
H (0.325, 2.966, 0.530)  0.22
C (1.077, 0.061, -3.570)  -0.57
C (1.981, -0.617, -2.567)  -0.61
H (0.205, -0.497, -3.885)  0.19
H (0.601, 0.988, -3.086)  0.18
H (1.472, 0.404, -4.353)  0.19
H (2.887, -0.074, -2.580)  0.20
H (2.188, -1.557, -2.873)  0.20
H (1.680, -0.644, -1.516)  0.21

SMILES   Cc1ccccc1.CC
HOMO-LUMO gap   9.90 eV

Formula: C14H43AsF6NO12
Source: the Open Molecules 2025 dataset
Level of theory: ωB97M-V with the def2-TZVPD basis set

Each line ends with the Mulliken charge.
Atoms and positions in Å:
As (-14.914, 4.971, 13.969)  2.17
F (-13.386, 5.656, 14.369)  -0.54
F (-15.522, 5.814, 15.369)  -0.66
F (-16.556, 4.438, 13.673)  -0.68
F (-14.304, 4.155, 12.602)  -0.49
F (-14.668, 3.602, 14.935)  -0.44
F (-15.218, 6.368, 13.001)  -0.61
C (-15.053, 1.216, 17.161)  -1.86
C (-16.433, 1.832, 17.251)  1.54
C (-17.473, 1.006, 16.502)  -0.87
O (-17.676, -0.213, 17.215)  -0.36
C (-18.202, -1.257, 16.456)  -0.78
N (-16.806, 2.090, 18.654)  -0.69
H (-14.372, 1.764, 17.809)  0.44
H (-14.728, 1.087, 16.129)  0.29
H (-15.023, 0.186, 17.548)  0.35
H (-16.396, 2.782, 16.705)  -0.32
H (-17.170, 0.804, 15.465)  0.47
H (-18.436, 1.523, 16.389)  0.37
H (-19.298, -1.199, 16.399)  0.28
H (-17.922, -2.199, 16.931)  0.27
H (-17.828, -1.299, 15.425)  0.32
H (-17.151, 1.182, 18.971)  0.35
H (-17.656, 2.651, 18.659)  0.27
C (-10.931, 7.922, 13.976)  0.14
C (-10.756, 8.006, 15.459)  -0.51
O (-9.511, 7.463, 15.916)  -0.55
O (-9.973, 8.739, 13.297)  -0.58
H (-11.938, 8.304, 13.756)  0.09
H (-10.923, 6.909, 13.568)  0.23
H (-11.547, 7.413, 15.916)  0.26
H (-10.813, 9.043, 15.805)  0.31
H (-8.832, 8.057, 15.581)  0.31
H (-10.317, 9.012, 12.444)  0.30
C (-19.565, 3.411, 13.132)  -0.52
C (-19.727, 4.887, 12.871)  -0.33
O (-18.604, 5.415, 12.190)  -0.57
O (-18.873, 3.145, 14.350)  -0.47
H (-19.073, 2.877, 12.310)  0.30
H (-20.550, 2.932, 13.172)  0.37
H (-19.775, 5.386, 13.842)  0.10
H (-20.607, 5.015, 12.244)  0.35
H (-17.823, 5.186, 12.710)  0.49
H (-17.977, 3.490, 14.255)  0.37
C (-15.696, 9.435, 9.840)  -0.42
C (-14.861, 9.108, 11.064)  -0.34
O (-14.123, 7.918, 10.800)  -0.52
O (-14.910, 9.380, 8.654)  -0.55
H (-16.060, 10.461, 9.947)  0.32
H (-16.549, 8.765, 9.691)  0.25
H (-15.504, 9.059, 11.943)  0.35
H (-14.134, 9.916, 11.180)  0.26
H (-14.465, 7.234, 11.386)  0.37
H (-14.311, 8.633, 8.771)  0.33
C (-18.640, 6.232, 16.870)  -0.43
C (-17.989, 5.067, 17.631)  0.29
O (-16.631, 5.278, 17.895)  -0.52
O (-20.038, 6.328, 17.197)  -0.55
H (-18.570, 6.061, 15.799)  -0.09
H (-18.149, 7.143, 17.218)  0.40
H (-18.213, 4.151, 17.057)  -0.26
H (-18.533, 4.929, 18.568)  0.46
H (-16.231, 5.465, 17.034)  0.42
H (-20.145, 7.009, 17.864)  0.33
C (-13.905, 3.461, 9.082)  -0.36
C (-12.927, 4.602, 8.936)  -0.23
O (-13.158, 5.364, 7.762)  -0.54
O (-15.173, 3.976, 9.510)  -0.51
H (-13.531, 2.755, 9.830)  0.33
H (-13.957, 2.959, 8.109)  0.28
H (-11.902, 4.222, 8.889)  0.35
H (-12.903, 5.217, 9.844)  0.09
H (-14.088, 5.611, 7.759)  0.32
H (-15.443, 3.340, 10.177)  0.25
O (-12.451, 1.605, 13.085)  -0.62
H (-13.287, 1.906, 13.460)  0.30
H (-12.624, 0.712, 12.779)  0.29

Charge   -1
HOMO-LUMO gap   9.50 eV

Formula: C3H16NO7
Source: the Open Molecules 2025 dataset
Level of theory: ωB97M-V with the def2-TZVPD basis set

Each line ends with the natural charge from an NBO analysis.
Atoms and positions in Å:
O (0.438, 0.149, 2.286)  -0.75
C (0.473, 0.218, 1.071)  0.78
O (0.516, -0.802, 0.298)  -0.87
C (0.471, 1.642, 0.416)  -0.15
C (-0.651, 2.450, 1.041)  -0.61
N (0.304, 1.605, -1.039)  -0.88
H (1.492, 2.154, 0.664)  0.19
H (-0.555, 2.471, 2.121)  0.22
H (-0.610, 3.470, 0.653)  0.20
H (-1.632, 2.013, 0.779)  0.19
H (1.142, 1.141, -1.544)  0.39
H (-0.536, 1.071, -1.321)  0.37
H (-2.220, -1.243, -0.512)  0.50
H (-0.835, -0.941, -0.806)  0.48
O (-1.644, -1.040, -1.263)  -1.03
H (2.274, -0.419, -2.649)  0.50
H (3.564, 0.162, -2.092)  0.45
O (2.940, 0.335, -2.769)  -0.99
H (0.346, -1.660, -2.549)  0.49
H (1.046, -1.379, -1.260)  0.51
O (1.221, -1.608, -2.138)  -0.97
H (-1.835, -1.839, 1.598)  0.51
H (-2.476, -0.418, 1.508)  0.46
O (-2.655, -1.313, 1.205)  -1.01
H (-0.003, -2.160, 1.338)  0.51
H (-0.156, -1.655, 2.785)  0.51
O (-0.423, -2.403, 2.179)  -1.00

Charge   -1
HOMO-LUMO gap   8.81 eV

Number 1: calculated total energy -13021.2982 eV, strongest force on any atom 0.4 eV/Å, molecular weight 63.1 g mol⁻¹. Number 2: calculated total energy -6844.2341 eV, strongest force on any atom 5.1 eV/Å, molecular weight 85.1 g mol⁻¹. Number 3: calculated total energy -286445.0950 eV, strongest force on any atom 3.3 eV/Å, molecular weight 643.4 g mol⁻¹. Number 4: calculated total energy -22728.1073 eV, strongest force on any atom 4.6 eV/Å, molecular weight 149.2 g mol⁻¹. Number 5: calculated total energy -19642.1277 eV, strongest force on any atom 5.2 eV/Å, molecular weight 121.2 g mol⁻¹. Number 6: calculated total energy -9558.0308 eV, strongest force on any atom 8.7 eV/Å, molecular weight 122.2 g mol⁻¹. Number 7: calculated total energy -118422.8484 eV, strongest force on any atom 1.8 eV/Å, molecular weight 606.4 g mol⁻¹. Number 8: calculated total energy -19196.7906 eV, strongest force on any atom 3.4 eV/Å, molecular weight 178.2 g mol⁻¹.